{"formula": "C19H14IMnN5S2", "method": "ωB97M-V/def2-TZVPD", "symbols": ["Mn", "S", "C", "C", "C", "C", "C", "C", "S", "H", "H", "H", "H", "N", "C", "N", "C", "N", "C", "C", "N", "C", "C", "N", "H", "H", "H", "H", "H", "C", "C", "C", "C", "C", "C", "C", "H", "H", "H", "H", "H", "I"], "coordinates": [[-0.55895, -0.30551, -0.27737], [0.95118, 1.30397, -1.04364], [1.60827, 0.67466, -2.55516], [2.42580, 1.47838, -3.35170], [2.96902, 1.02169, -4.54644], [2.68532, -0.27370, -4.96647], [1.87844, -1.08680, -4.18169], [1.33677, -0.65037, -2.96672], [0.37126, -1.72949, -1.97681], [2.62867, 2.49063, -3.01649], [3.59547, 1.67549, -5.14486], [3.07898, -0.64598, -5.90701], [1.64704, -2.09681, -4.50107], [2.67739, -1.63723, 2.04121], [2.18030, -0.68404, 1.24590], [0.94624, -0.98712, 0.94844], [0.71542, -2.18960, 1.57196], [1.75815, -2.62474, 2.26880], [-0.57112, -2.77548, 1.34101], [-0.98272, -4.00703, 1.82906], [-2.15003, -4.57046, 1.56586], [-2.93968, -3.80568, 0.71729], [-2.56060, -2.59500, 0.20964], [-1.37803, -2.00779, 0.50334], [3.60229, -1.71402, 2.41621], [2.70819, 0.18593, 0.89029], [-0.29586, -4.55374, 2.47210], [-3.90315, -4.22026, 0.44600], [-3.20947, -2.03715, -0.45261], [-1.05015, 0.81536, 0.73068], [-1.30391, 2.02632, 1.48429], [-1.18861, 3.27412, 0.86355], [-1.43041, 4.42950, 1.59145], [-1.79062, 4.35581, 2.93234], [-1.91255, 3.11694, 3.54966], [-1.67310, 1.95594, 2.82940], [-0.90779, 3.30301, -0.18188], [-1.34015, 5.39499, 1.10720], [-1.98659, 5.26246, 3.49358], [-2.19905, 3.05571, 4.59333], [-1.76772, 0.98243, 3.29432], [-2.66392, 0.39465, -1.86702]], "lowdin_charge": [-0.20, 0.63, -0.65, -0.17, -0.16, -0.16, -0.16, -0.70, 0.55, 0.08, 0.07, 0.07, 0.08, -0.01, -0.16, 0.00, -0.32, 0.09, -0.23, -0.16, -0.01, -0.19, -0.19, -0.05, 0.13, 0.10, 0.09, 0.07, 0.01, -0.28, -0.28, -0.05, -0.10, -0.13, -0.12, -0.05, 0.08, 0.09, 0.08, 0.09, 0.11, 0.09], "total_charge": -2, "spin_multiplicity": 2, "homo_ev": [0.478, -0.579], "total_energy_ha": -3251.2864, "gap_ev": [4.240, 5.289]}

{"formula": "C19H14N7O6Rh", "method": "ωB97M-V/def2-TZVPD", "symbols": ["Rh", "C", "C", "N", "C", "C", "N", "C", "O", "O", "C", "O", "O", "H", "H", "H", "H", "H", "O", "C", "C", "C", "C", "C", "C", "C", "N", "C", "C", "N", "H", "H", "H", "H", "H", "H", "H", "N", "C", "O", "C", "C", "N", "C", "N", "H", "H"], "coordinates": [[-0.15014, 0.13281, 1.05609], [-0.24354, -3.60917, 0.57997], [0.76785, -2.87798, 1.38069], [0.79601, -1.58172, 1.62076], [1.89881, -1.31307, 2.39402], [2.55240, -2.48119, 2.64546], [1.82405, -3.44506, 1.99794], [3.78162, -2.86107, 3.39089], [4.44106, -1.89136, 3.98469], [4.10529, -4.02231, 3.43140], [2.20678, 0.10829, 2.69706], [3.21131, 0.40452, 3.33446], [1.38575, 0.95763, 2.17254], [-0.65872, -2.94078, -0.17054], [-1.06059, -3.94929, 1.21750], [0.20676, -4.47270, 0.09306], [2.07902, -4.42203, 2.00871], [4.01544, -0.99591, 3.84778], [-1.74234, -0.78413, 0.44044], [-2.57094, -0.40184, -0.52615], [-3.44837, -1.37036, -1.02998], [-4.34518, -1.06297, -2.02900], [-4.39669, 0.22332, -2.55843], [-3.54598, 1.18594, -2.06647], [-2.63071, 0.90465, -1.04650], [-1.76933, 1.95930, -0.54120], [-0.94936, 1.90007, 0.50801], [-0.32905, 3.12724, 0.63906], [-0.79063, 3.94470, -0.33346], [-1.69639, 3.20060, -1.05877], [-3.39686, -2.36602, -0.60966], [-5.00744, -1.83057, -2.40822], [-5.08930, 0.46521, -3.35196], [-3.59858, 2.17917, -2.49320], [0.38192, 3.31242, 1.42424], [-0.56281, 4.96659, -0.57515], [-2.15952, 3.49550, -1.90028], [2.34059, 1.95149, -0.33771], [1.54582, 1.19072, -1.10149], [0.89187, 0.18074, -0.60058], [1.43901, 1.43538, -2.47773], [2.23012, 2.46158, -3.04646], [2.88522, 3.33543, -3.41924], [0.44746, 0.77651, -3.24252], [-0.39044, 0.26384, -3.84744], [2.80482, 2.73997, -0.75792], [2.29390, 1.87591, 0.66530]], "lowdin_charge": [1.30, 0.02, -0.29, 0.03, -0.10, -0.06, 0.20, -0.48, 0.15, 0.12, -0.53, 0.08, -0.14, 0.08, 0.10, 0.09, 0.18, 0.08, -0.22, -0.31, -0.01, -0.07, -0.08, -0.03, -0.09, -0.24, -0.02, -0.11, -0.05, 0.14, 0.11, 0.11, 0.11, 0.11, 0.11, 0.12, 0.15, 0.21, -0.46, -0.12, -0.20, -0.24, 0.14, -0.22, 0.15, 0.11, 0.08], "e_above_lowest_ev": 0.196, "homo_ev": -8.315, "total_energy_ha": -1677.8468, "gap_ev": 6.518}

{"formula": "C19H15Cl2F2NO5", "method": "ωB97M-V/def2-TZVPD", "symbols": ["O", "F", "F", "Cl", "Cl", "N", "O", "O", "O", "O", "C", "C", "C", "C", "C", "C", "C", "C", "C", "C", "C", "C", "C", "C", "C", "C", "C", "C", "C", "H", "H", "H", "H", "H", "H", "H", "H", "H", "H", "H", "H", "H", "H", "H"], "coordinates": [[-1.91377, 2.13570, 2.93940], [-0.02540, -4.01373, 3.51941], [1.62158, -5.16568, 2.71148], [-3.07018, 3.42320, -0.15800], [2.29149, 2.16023, 0.31686], [-0.07839, 2.94082, -2.81544], [1.77799, -2.85113, 2.62832], [0.79121, -2.25604, 0.09611], [-0.84665, 0.18887, -0.12677], [-0.43600, -1.46287, -4.03194], [-1.04457, 1.97909, 2.10133], [-1.26758, 3.18647, -2.22355], [0.97405, 2.68989, -2.01775], [1.02714, -0.81149, 3.47737], [0.30151, 0.34821, 3.31532], [-1.42393, 3.31616, -0.84594], [0.88600, 2.70529, -0.62845], [1.14808, -1.68449, 2.38442], [0.58189, -1.36029, 1.13811], [-0.14243, -0.16054, 0.99793], [-0.27166, 0.72427, 2.09678], [-0.30391, 3.13036, -0.00002], [0.90350, -4.00655, 2.52471], [-0.46979, 3.26276, 1.49127], [1.14741, -1.63520, -1.17755], [-1.34168, -0.88511, -1.00694], [-0.01223, -0.43468, -3.14914], [-0.52198, -2.42715, -2.97505], [-0.16389, -1.33760, -1.93330], [-2.16775, 3.26396, -2.83524], [1.92790, 2.38481, -2.46822], [1.52519, -1.06426, 4.41116], [0.22881, 1.05966, 4.15939], [0.37249, -3.99507, 1.58059], [-1.14267, 4.09628, 1.65692], [0.49653, 3.44393, 1.98096], [1.64642, -0.67972, -0.98759], [1.82240, -2.26721, -1.75455], [-1.76086, -1.71196, -0.44320], [-2.17696, -0.46318, -1.58329], [1.05126, -0.12585, -3.30486], [-0.66281, 0.43795, -3.15618], [-1.51071, -2.91754, -2.83425], [0.23293, -3.16058, -3.07063]], "lowdin_charge": [0.11, 0.09, 0.09, 0.70, 0.71, 0.07, 0.07, -0.04, -0.03, -0.07, -0.34, -0.16, -0.18, 0.02, -0.01, -0.53, -0.54, -0.21, -0.12, -0.15, -0.10, -0.24, -0.33, -0.08, -0.05, -0.03, -0.14, -0.10, -0.32, 0.11, 0.11, 0.13, 0.14, 0.16, 0.11, 0.12, 0.12, 0.14, 0.13, 0.15, 0.14, 0.11, 0.14, 0.11], "e_above_lowest_ev": 0.000, "smiles": "O=C(Cc1c(Cl)cncc1Cl)c1ccc(OC(F)F)c2c1OCC1(COC1)CO2", "homo_ev": -9.132, "total_energy_ha": -2284.0178, "gap_ev": 9.152}

{"formula": "C19H15Cl2IN2OS2V", "method": "ωB97M-V/def2-TZVPD", "symbols": ["V", "Cl", "C", "C", "C", "I", "C", "O", "C", "N", "C", "C", "C", "C", "H", "H", "H", "H", "Cl", "C", "C", "C", "C", "C", "C", "C", "H", "H", "H", "H", "H", "H", "S", "C", "N", "C", "C", "S", "H", "H", "H", "H", "H"], "coordinates": [[-0.74358, 1.07138, -0.09779], [3.47745, -0.81015, 4.86369], [2.73434, -0.46915, 3.37403], [3.38279, -0.75790, 2.20062], [2.80284, -0.48689, 0.93967], [3.78088, -0.94865, -0.81427], [1.57292, 0.09594, 0.92579], [0.79670, 0.46082, -0.16524], [0.88622, 0.37911, 2.10486], [-0.36466, 0.90035, 1.90818], [-1.10764, 1.16882, 2.99220], [-0.63832, 0.93897, 4.27865], [0.62366, 0.40599, 4.47230], [1.42664, 0.11202, 3.36145], [4.36521, -1.20870, 2.24129], [-2.09621, 1.57744, 2.82703], [-1.27636, 1.16836, 5.12073], [0.98633, 0.20731, 5.47333], [-2.89587, 0.24643, -5.48984], [-2.59079, 0.06842, -3.85577], [-3.40716, 0.75191, -2.92544], [-3.18500, 0.58489, -1.59281], [-2.13256, -0.28261, -1.12305], [-2.00111, -0.56376, 0.27294], [-1.31729, -0.94972, -2.10425], [-1.54021, -0.77348, -3.43749], [-4.21770, 1.37170, -3.28497], [-3.84084, 1.06347, -0.87341], [-1.40865, -1.42047, 0.57935], [-2.83130, -0.33983, 0.93550], [-0.54198, -1.63052, -1.77184], [-0.94936, -1.29427, -4.17914], [-1.42480, 3.19124, -0.12718], [-0.59049, 4.66982, 0.29342], [-0.29289, 5.56705, -0.59288], [0.43365, 6.75444, -0.08816], [0.14917, 6.80274, 1.41474], [-0.24517, 5.08028, 1.90504], [-0.44977, 5.42700, -1.58465], [0.07450, 7.64736, -0.59368], [1.49320, 6.62572, -0.30867], [-0.71826, 7.41012, 1.66240], [1.00695, 7.14338, 1.98812]], "lowdin_charge": [0.76, 0.85, -0.57, -0.11, -0.63, 1.11, -0.31, -0.15, -0.15, -0.01, -0.06, 0.02, 0.07, -0.14, 0.12, 0.13, 0.14, 0.13, 0.93, -0.60, -0.03, -0.01, -0.38, 0.01, 0.02, -0.03, 0.14, 0.14, 0.12, 0.12, 0.15, 0.14, 0.76, -0.96, 0.01, -0.13, -0.32, 1.06, 0.18, 0.15, 0.14, 0.10, 0.10], "total_charge": 3, "homo_ev": [-17.006, -17.006], "total_energy_ha": -3875.2242, "gap_ev": [5.617, 5.616]}